130
Properties=species:S:1:pos:R:3:forces:R:3 method="wB97M-V/def2-TZVPD" e_tot_ev=-75431.7511 spin_multiplicity=1 max_force_ha_per_bohr=0.1128 homo_ev=-8.71 smiles="C[C@H]1COC(=O)O1.C[C@H]1COC(=O)O1.C[C@H]1COC(=O)O1.C1CCOC1.C1CCOC1.C1CCOC1.C1CCOC1.C1CCOC1.C1CCOC1.C1CCOC1" molar_mass_g_mol=811.02 lumo_ha=0.0051 e_above_lowest_kcal_mol=75.7
C 6.93251 6.63523 16.08578 -0.871 -0.723 -0.137
C 6.48242 5.24110 16.60556 0.033 2.530 1.294
C 5.55289 5.34970 17.88631 1.694 0.876 -2.240
O 4.54806 4.39892 17.50100 -0.780 1.259 5.067
C 4.62230 3.98488 16.30601 1.588 -2.507 -3.824
O 4.01449 3.06418 15.81310 0.164 1.672 0.537
O 5.68643 4.60555 15.66135 -0.876 -0.817 -0.440
H 7.61147 7.14655 16.76817 0.115 -0.115 -0.263
H 6.04775 7.25490 15.93979 -0.276 0.079 0.494
H 7.27680 6.59757 15.05226 0.774 -0.351 0.212
H 7.30314 4.63665 16.99179 0.349 -0.281 -0.873
H 5.19857 6.35711 18.10469 -0.890 -0.144 -0.575
H 6.28569 5.21152 18.68130 -0.913 -1.490 0.709
C 9.16014 12.97799 15.17372 0.892 0.418 -1.277
C 8.44900 12.07492 16.09213 -0.778 -0.009 -1.007
C 7.54036 11.08729 15.31377 -1.019 1.744 0.065
O 7.84137 9.80947 15.82391 0.433 0.861 -0.366
C 8.91735 9.97242 16.63675 -1.548 -2.577 2.529
O 9.16185 9.09092 17.43331 1.001 0.998 -1.150
O 9.39855 11.19966 16.63251 1.191 -0.532 0.877
H 9.83945 13.68272 15.65329 -0.138 -0.043 0.084
H 8.53042 13.49885 14.45243 -0.282 0.152 0.329
H 9.74230 12.28261 14.56904 0.404 0.276 -0.212
H 7.94842 12.61971 16.89257 -0.192 -0.307 0.156
H 7.64471 11.16493 14.23157 0.419 -0.284 0.012
H 6.52730 11.42143 15.53777 -0.329 -0.722 0.005
C 8.19481 6.90824 22.08006 -0.137 -0.162 -0.028
C 8.45458 6.02983 23.31086 -0.265 0.834 0.688
C 7.17245 5.40335 23.78968 -0.576 -0.844 0.453
O 7.37498 4.06219 23.40084 -2.772 -1.478 -0.665
C 8.61016 3.78528 23.02985 -0.601 -0.057 0.488
O 9.03054 2.72333 22.73484 0.316 -0.961 -0.400
O 9.30860 4.88578 23.11410 1.649 2.736 -0.283
H 9.04424 7.32131 21.53606 0.264 -0.107 0.431
H 7.56407 7.73158 22.41529 0.165 0.198 0.123
H 7.57820 6.40911 21.33254 0.045 -0.443 0.026
H 8.74154 6.60349 24.19215 1.168 0.227 -0.477
H 6.29198 5.91191 23.39695 -0.091 -0.568 -0.714
H 6.93756 5.29784 24.84882 0.727 0.689 0.359
C 13.90779 4.65847 22.74769 -1.594 -1.786 -0.070
C 12.47958 4.87509 23.33061 -0.046 -2.582 0.255
C 12.41008 6.28782 23.67833 -0.953 2.087 -0.122
O 13.69876 6.69651 23.96211 1.710 -0.345 0.374
C 14.55690 5.91401 23.11151 1.831 2.384 -0.481
H 13.84421 4.42811 21.68421 0.190 0.476 -0.147
H 14.40081 3.78404 23.17243 -0.201 -0.013 0.270
H 12.45715 4.28546 24.24709 -0.280 -0.044 0.137
H 11.64149 4.53559 22.72195 0.345 -0.037 -0.082
H 11.77013 6.57190 24.51372 -0.019 -0.381 0.266
H 12.05494 6.91667 22.86192 -0.339 -0.016 -0.658
H 15.54850 5.85582 23.56035 -0.200 -0.324 0.549
H 14.78980 6.46313 22.19919 -0.363 0.502 -0.078
C 17.03678 6.92858 18.42646 -0.051 1.989 -0.987
C 15.85654 6.02009 18.30057 -1.347 -0.070 0.933
C 15.13019 6.28988 19.64122 -0.178 -3.475 -0.219
O 15.53690 7.45353 20.14164 1.338 3.910 1.670
C 16.49004 8.07322 19.31678 0.709 0.484 -1.044
H 17.14657 7.32806 17.41827 0.851 0.130 0.033
H 17.98098 6.51345 18.77898 -0.276 -0.164 0.110
H 16.14800 4.97901 18.16161 -0.401 0.042 -0.093
H 15.16631 6.38382 17.53940 0.348 -0.278 -0.507
H 15.49339 5.52556 20.32823 -0.362 -0.605 0.250
H 14.04103 6.30834 19.67982 -0.207 -0.513 -0.604
H 17.25028 8.71421 19.76319 0.412 -0.992 1.317
H 16.04361 8.92038 18.79609 -0.838 -0.422 -1.017
C 12.14207 0.63706 16.06592 2.010 -1.960 1.773
C 11.78528 1.97926 16.58715 0.171 1.249 1.004
C 10.61141 2.29615 15.72772 0.364 0.176 1.005
O 11.07581 1.87875 14.48657 0.173 2.111 -2.214
C 11.85365 0.67513 14.61951 -2.674 0.481 -0.223
H 11.63329 -0.21080 16.52457 -0.176 0.193 0.296
H 13.20690 0.47959 16.23749 0.085 -0.316 0.077
H 12.61810 2.64005 16.34659 -0.045 0.342 -0.117
H 11.58594 2.14780 17.64544 0.000 -0.618 0.141
H 10.33294 3.34800 15.79230 -0.061 -0.042 -0.588
H 9.78931 1.69694 16.11910 -0.497 -0.142 -0.377
H 12.73080 0.59732 13.97713 -0.441 0.318 -0.302
H 10.97462 0.07632 14.38111 1.165 -1.847 -0.405
C 9.13800 5.01689 12.00458 -2.795 -1.122 -0.221
C 9.48455 4.26816 13.25991 0.972 0.173 -0.254
C 10.84098 5.05587 13.60717 -1.884 -1.828 0.777
O 10.72108 6.29076 12.92973 3.033 0.320 1.312
C 9.47747 6.42031 12.41834 -0.913 -0.366 -2.731
H 8.07125 4.94884 11.79126 -0.479 0.047 0.365
H 9.47413 4.56564 11.07103 1.260 0.704 0.022
H 9.60655 3.18891 13.16799 0.250 0.208 -0.059
H 8.60581 4.43961 13.88162 0.492 0.124 0.867
H 11.68234 4.42686 13.31637 0.156 0.412 -0.588
H 10.93868 5.14224 14.68934 -0.019 0.627 0.150
H 9.49075 6.94055 11.46060 0.246 0.990 0.304
H 8.79152 6.89035 13.12306 -0.408 -0.140 0.018
C 7.86163 1.71931 18.07025 -1.004 -1.325 -1.293
C 7.53781 1.81958 19.57670 -0.459 -0.648 -1.486
C 6.54165 0.60671 19.70880 1.025 -0.919 1.568
O 6.03932 0.14822 18.46963 1.131 0.505 0.126
C 6.65235 0.98534 17.46862 -2.033 0.394 0.265
H 8.64199 1.00778 17.80033 0.722 0.320 0.753
H 8.00384 2.60572 17.45206 0.269 0.299 0.578
H 7.09302 2.78692 19.81015 -0.061 -0.052 0.098
H 8.47344 1.68884 20.12041 -0.416 -0.033 0.424
H 5.75108 0.66936 20.45657 -0.342 0.807 -0.253
H 7.11111 -0.22720 20.11918 0.447 -0.152 0.077
H 5.80074 1.63997 17.28332 0.355 0.711 -0.781
H 6.81631 0.38233 16.57554 0.327 0.085 0.047
C 11.16244 6.40308 19.06187 -0.604 0.670 -1.298
C 11.12168 5.38004 20.14455 0.682 -0.590 1.107
C 10.02763 4.38705 19.81244 -0.376 0.271 -0.003
O 9.66751 4.66000 18.44546 -0.135 -0.301 1.197
C 9.93000 6.05324 18.23954 -0.057 -0.445 -1.467
H 11.99835 6.33045 18.36613 0.335 -0.121 0.412
H 11.12021 7.42942 19.42651 0.025 -0.041 -0.023
H 10.83041 5.84714 21.08533 0.609 -0.089 0.158
H 12.07358 4.85381 20.21573 0.069 0.196 0.413
H 9.21345 4.56658 20.51458 -0.623 0.157 -0.318
H 10.29782 3.35508 20.03636 0.128 -0.139 -0.791
H 9.07476 6.71192 18.39054 -0.239 -0.186 0.529
H 10.11777 6.06126 17.16587 0.095 0.557 -0.109
C 12.88446 9.45279 18.36100 -0.485 -0.722 -1.487
C 12.09420 10.07287 19.49017 -1.876 -0.486 0.395
C 12.25628 11.53212 19.23767 1.025 1.020 1.513
O 13.47147 11.63520 18.49886 0.108 4.227 3.971
C 13.50410 10.69401 17.58350 -0.332 -2.490 -1.820
H 12.17014 8.86284 17.78671 0.329 -0.067 -0.517
H 13.63915 8.76427 18.74110 0.201 0.215 -0.092
H 12.19194 9.60079 20.46776 1.513 0.702 0.346
H 11.00903 9.97139 19.50490 -0.405 -0.713 -1.223
H 12.30471 12.07886 20.17939 0.683 0.291 -0.040
H 11.38878 11.99105 18.76340 0.045 -0.254 -0.870
H 14.51256 10.60291 17.18001 0.351 -0.603 0.527
H 13.01503 11.15890 16.72748 -1.153 -1.131 -0.730